Molecular formula: C81H185N7O15
Method: DFT, wB97M-V/def2-TZVPD

```
! RIJCOSX wB97M-V def2-TZVPD def2/J DEFGRID3
* xyz 0 1
C 7.724 -1.174 -6.286
C 7.253 -1.088 -4.858
C 5.741 -0.898 -4.604
O 7.714 -2.220 -4.120
H 8.746 -1.501 -6.480
H 7.629 -0.170 -6.698
H 7.004 -1.776 -6.841
H 7.867 -0.324 -4.380
H 5.390 -1.922 -4.734
H 5.396 -0.154 -5.322
H 5.569 -0.564 -3.581
H 7.557 -2.946 -4.728
C -2.639 -0.845 6.318
C -1.289 -1.478 6.598
C -0.614 -1.006 7.858
O -1.562 -2.885 6.719
H -3.272 -0.971 7.197
H -3.107 -1.334 5.464
H -2.427 0.196 6.075
H -0.693 -1.372 5.692
H -0.550 0.080 7.926
H 0.415 -1.356 7.950
H -1.043 -1.454 8.754
H -2.372 -2.783 7.223
C 4.161 -5.755 -0.049
C 5.459 -6.347 -0.767
C 6.254 -5.319 -1.531
O 6.294 -6.805 0.282
H 3.328 -6.276 -0.520
H 4.138 -4.678 -0.218
H 3.872 -5.977 0.978
H 5.095 -7.163 -1.392
H 7.250 -5.729 -1.703
H 6.298 -4.418 -0.919
H 5.694 -5.087 -2.437
H 7.002 -7.394 0.009
C 1.742 3.318 6.409
C 0.553 2.951 7.341
C 0.034 4.097 8.314
O -0.529 2.513 6.487
H 2.218 2.448 5.956
H 2.377 3.994 6.981
H 1.458 3.847 5.500
H 0.800 1.992 7.797
H 0.756 4.656 8.908
H -0.705 3.808 9.061
H -0.566 4.800 7.736
H -0.660 3.207 5.836
C 6.023 2.477 6.231
C 6.313 2.950 4.777
C 5.721 2.012 3.773
O 5.503 4.124 4.695
H 5.018 2.103 6.428
H 6.294 3.185 7.014
H 6.606 1.582 6.449
H 7.316 3.308 4.545
H 4.636 1.941 3.691
H 6.066 1.001 3.990
H 6.184 2.267 2.820
H 5.298 4.359 3.787
C -6.300 1.624 -1.060
C -6.873 2.794 -0.194
C -8.096 2.361 0.700
O -5.802 3.177 0.624
H -5.910 0.851 -0.397
H -5.437 1.965 -1.633
H -6.959 1.253 -1.845
H -7.326 3.553 -0.833
H -8.247 3.120 1.468
H -7.980 1.409 1.219
H -9.009 2.268 0.112
H -6.139 3.959 1.068
C 0.511 -5.150 2.567
C -0.088 -4.030 3.540
C -1.262 -3.281 2.887
O -0.673 -4.571 4.716
H -0.360 -5.719 2.243
H 1.010 -5.995 3.042
H 0.994 -4.765 1.669
H 0.643 -3.269 3.816
H -0.963 -2.651 2.049
H -1.592 -2.538 3.613
H -2.154 -3.868 2.672
H -0.853 -3.910 5.388
C -1.337 5.838 -4.693
O -1.767 5.125 -3.531
C -2.905 5.718 -2.947
C -3.592 4.833 -1.952
N -4.956 5.322 -1.688
C -5.012 6.425 -0.865
C -6.433 6.917 -0.596
O -7.202 6.071 0.236
C -8.659 6.185 0.328
H -0.380 5.510 -5.100
H -1.325 6.926 -4.750
H -2.061 5.565 -5.460
H -3.658 5.914 -3.710
H -2.700 6.711 -2.546
H -3.070 4.687 -1.007
H -3.390 3.801 -2.239
H -5.278 4.628 -1.029
H -4.830 7.305 -1.482
H -4.480 6.453 0.086
H -6.883 7.037 -1.581
H -6.286 7.800 0.026
H -9.026 5.550 1.134
H -9.132 5.905 -0.613
H -8.859 7.213 0.629
C -6.235 2.796 8.248
C -5.293 2.772 6.999
C -5.860 1.688 6.057
C -5.093 1.709 4.720
C -5.173 3.074 4.063
C -4.642 4.208 4.856
N -5.352 4.024 6.200
O -5.157 5.102 6.970
C -3.122 4.218 4.881
C -5.138 5.588 4.215
C -3.935 2.370 7.591
H -7.212 3.262 8.119
H -5.831 3.320 9.114
H -6.496 1.753 8.428
H -5.598 0.721 6.486
H -6.950 1.729 6.036
H -5.642 1.010 4.089
H -4.119 1.238 4.851
H -6.228 3.189 3.816
H -4.657 2.936 3.113
H -2.709 3.369 5.426
H -2.729 3.957 3.898
H -2.799 5.221 5.160
H -4.981 6.545 4.714
H -4.409 5.909 3.471
H -5.988 5.522 3.535
H -3.153 2.038 6.907
H -4.096 1.513 8.245
H -3.483 3.140 8.215
H -5.726 5.714 6.497
C 0.728 2.394 2.525
C 0.056 0.910 2.337
C -1.497 1.053 2.037
C -1.858 1.706 0.725
C -1.245 0.739 -0.337
C 0.287 0.495 -0.151
N 0.693 0.248 1.248
O 2.022 0.059 1.401
C 0.526 -0.836 -1.027
C 1.063 1.631 -0.852
C 0.257 0.058 3.568
H 0.007 3.168 2.262
H 1.663 2.551 1.985
H 0.998 2.633 3.553
H -1.895 0.038 2.019
H -1.953 1.489 2.926
H -1.453 2.716 0.656
H -2.916 1.666 0.469
H -1.574 1.143 -1.295
H -1.744 -0.229 -0.290
H 0.192 -0.933 -2.060
H 1.584 -1.091 -0.968
H -0.003 -1.637 -0.511
H 0.915 1.440 -1.915
H 0.616 2.557 -0.490
H 2.137 1.606 -0.665
H 0.084 -1.004 3.395
H -0.533 0.136 4.314
H 1.216 0.074 4.086
H 2.062 -0.806 1.815
C -3.497 -1.568 -7.322
C -3.511 -0.348 -6.428
C -3.194 -0.864 -4.949
C -2.957 0.253 -3.889
C -2.225 1.433 -4.369
C -2.532 1.927 -5.900
N -2.576 0.740 -6.839
O -2.787 1.183 -8.117
C -3.784 2.799 -5.663
C -1.456 2.882 -6.396
C -5.062 0.151 -6.412
H -2.476 -1.940 -7.406
H -3.599 -1.322 -8.379
H -4.212 -2.336 -7.026
H -4.028 -1.379 -4.471
H -2.372 -1.578 -4.919
H -2.297 -0.207 -3.154
H -3.912 0.656 -3.551
H -1.155 1.265 -4.242
H -2.539 2.125 -3.587
H -4.152 3.139 -6.630
H -4.560 2.317 -5.068
H -3.501 3.722 -5.158
H -0.861 3.371 -5.625
H -0.771 2.285 -6.997
H -1.934 3.606 -7.057
H -5.236 1.165 -6.771
H -5.462 0.155 -5.398
H -5.725 -0.444 -7.041
H -2.291 0.474 -8.533
C 1.699 -4.295 -2.581
C 0.532 -5.273 -2.795
C -0.800 -4.581 -3.226
C -0.757 -4.076 -4.659
C -0.396 -5.130 -5.676
C 0.915 -5.940 -5.346
N 0.846 -6.248 -3.930
O 1.896 -7.140 -3.515
C 0.988 -7.228 -6.236
C 2.177 -5.022 -5.739
C 0.259 -6.052 -1.489
H 2.563 -4.508 -3.211
H 2.093 -4.411 -1.571
H 1.513 -3.232 -2.734
H -1.691 -5.134 -2.931
H -1.066 -3.705 -2.633
H -0.049 -3.250 -4.592
H -1.660 -3.508 -4.885
H -0.216 -4.569 -6.594
H -1.187 -5.878 -5.649
H 1.931 -7.746 -6.067
H 0.216 -7.953 -5.978
H 1.042 -7.028 -7.306
H 3.113 -5.340 -5.279
H 2.320 -4.870 -6.809
H 2.069 -4.091 -5.183
H 1.226 -6.495 -1.250
H -0.353 -6.945 -1.619
H -0.129 -5.443 -0.672
H 1.491 -7.953 -3.825
C 1.818 0.172 -6.455
C 1.788 -0.592 -7.823
C 0.613 -0.226 -8.701
C 0.549 1.235 -9.451
C 1.828 1.214 -10.273
C 3.095 0.926 -9.502
N 2.998 -0.287 -8.661
O 4.184 -0.701 -8.039
C 4.255 0.525 -10.534
C 3.489 2.136 -8.685
C 1.744 -2.079 -7.595
H 1.446 1.197 -6.446
H 1.479 -0.573 -5.735
H 2.872 0.191 -6.178
H 0.354 -1.006 -9.416
H -0.360 -0.145 -8.217
H -0.338 1.349 -10.073
H 0.524 1.951 -8.630
H 1.749 2.108 -10.891
H 1.678 0.565 -11.136
H 5.228 0.346 -10.078
H 4.318 1.197 -11.389
H 3.966 -0.316 -11.164
H 4.401 1.992 -8.105
H 2.673 2.287 -7.979
H 3.394 3.100 -9.185
H 2.468 -2.417 -6.854
H 0.752 -2.395 -7.272
H 1.951 -2.628 -8.513
H 4.313 -0.050 -7.346
C 2.582 -4.384 7.115
C 3.720 -3.508 6.607
C 3.258 -1.964 6.688
C 4.348 -0.955 6.444
C 5.513 -1.315 7.399
C 6.107 -2.831 7.250
N 4.945 -3.740 7.399
O 5.398 -5.123 7.364
C 6.862 -2.893 5.933
C 7.024 -2.947 8.522
C 3.987 -3.778 5.078
H 2.849 -5.427 6.942
H 1.670 -3.965 6.690
H 2.590 -4.285 8.200
H 2.522 -1.560 5.992
H 2.796 -1.907 7.674
H 3.956 0.053 6.575
H 4.734 -0.979 5.426
H 5.272 -1.156 8.450
H 6.188 -0.466 7.298
H 7.764 -2.293 6.053
H 7.261 -3.869 5.657
H 6.323 -2.426 5.109
H 7.578 -2.015 8.637
H 6.343 -3.133 9.353
H 7.700 -3.778 8.319
H 4.034 -2.844 4.516
H 3.185 -4.337 4.595
H 4.941 -4.273 4.895
H 5.118 -5.275 8.269
*
```

maximum force: 4.45 eV Å⁻¹
total energy: -4708.3898 Eh